{"formula": "C2H72CuO38", "method": "the ωB97M-V functional and the def2-TZVPD basis", "species": ["H", "H", "H", "H", "H", "O", "H", "O", "O", "H", "O", "H", "H", "O", "H", "H", "O", "C", "O", "H", "O", "H", "H", "H", "H", "O", "O", "O", "H", "H", "H", "O", "H", "H", "H", "H", "O", "H", "O", "O", "H", "Cu", "H", "H", "O", "H", "O", "H", "O", "H", "H", "H", "H", "O", "O", "O", "H", "H", "O", "H", "H", "O", "H", "H", "H", "H", "H", "O", "H", "O", "H", "O", "H", "H", "H", "H", "H", "O", "O", "C", "H", "O", "H", "H", "H", "H", "H", "H", "H", "H", "H", "O", "H", "H", "H", "H", "O", "H", "O", "O", "H", "O", "H", "O", "O", "H", "H", "H", "H", "H", "H", "O", "O"], "positions_angstrom": [[14.38097, 11.34616, 16.50536], [12.53513, 14.13988, 7.06895], [16.79744, 8.91210, 16.10145], [15.38333, 13.78198, 16.53925], [7.33206, 15.17912, 15.85703], [13.32439, 11.42916, 11.57471], [8.75101, 12.55654, 18.20122], [9.28475, 19.40902, 15.99393], [12.35906, 14.69006, 17.65721], [8.31212, 17.26085, 11.62102], [10.70558, 18.99718, 13.52814], [8.49428, 13.20974, 10.70961], [15.10117, 14.76970, 19.51196], [5.60137, 13.98566, 13.86805], [11.51802, 16.99922, 12.92985], [8.70715, 6.40098, 16.77703], [7.44776, 13.98269, 12.04098], [11.91680, 13.29052, 7.44529], [12.14909, 17.40382, 8.75215], [13.33937, 10.58984, 17.39536], [13.73867, 9.73710, 13.49208], [13.99324, 14.07446, 16.18183], [14.71691, 13.55834, 9.30603], [10.87236, 10.91094, 17.54310], [7.38029, 5.68200, 17.28697], [9.73286, 16.20975, 8.41330], [14.72450, 13.52963, 15.82549], [12.16778, 16.80567, 12.22836], [15.20967, 12.99399, 14.16693], [14.50845, 18.44364, 10.98640], [9.93201, 15.31790, 8.09016], [8.85677, 17.20014, 12.42596], [15.47185, 15.89924, 13.96949], [7.61968, 9.46537, 15.34319], [10.04185, 18.53123, 12.94969], [9.96217, 12.63662, 15.34791], [6.96615, 14.44822, 16.39691], [14.11264, 15.04212, 18.21884], [8.45652, 9.95384, 15.12308], [10.36486, 16.07101, 15.99408], [12.58218, 10.77674, 14.18576], [11.14637, 13.62489, 10.08320], [15.88431, 12.94179, 10.14582], [7.39977, 17.62011, 15.50462], [11.18852, 8.84448, 16.07942], [12.01432, 13.79355, 17.62686], [9.30552, 12.70384, 10.49733], [12.15297, 8.78759, 16.05084], [15.41393, 12.97231, 13.19988], [15.38807, 9.51446, 15.98536], [6.77714, 13.58851, 12.63241], [10.09248, 10.59523, 12.31799], [7.28170, 15.29758, 10.75638], [7.46476, 16.88468, 14.90567], [11.53012, 11.54342, 17.23917], [7.77889, 6.17875, 16.55101], [8.70693, 13.31314, 15.93053], [10.92725, 8.65256, 15.16661], [15.13345, 12.75068, 9.58016], [9.17047, 10.60717, 13.51193], [6.50580, 7.33992, 15.97853], [15.01854, 14.77345, 18.51144], [8.31085, 10.72720, 15.69755], [15.04200, 14.99286, 12.85864], [11.20560, 11.57672, 13.89841], [12.67421, 12.12778, 11.81643], [11.96252, 13.34485, 14.17229], [15.05819, 15.91787, 13.10852], [13.77135, 11.82715, 10.77555], [8.89186, 12.87079, 19.08906], [9.51462, 16.50217, 15.77099], [12.00792, 11.52441, 14.44573], [11.68270, 11.28131, 16.30644], [9.07021, 12.27135, 9.62096], [12.37957, 15.69910, 9.27972], [8.29111, 14.19362, 12.50086], [5.32827, 7.85799, 15.13399], [10.74296, 13.68755, 8.13464], [11.29524, 14.07249, 14.13059], [10.88423, 14.06541, 12.83663], [5.44122, 13.75074, 14.77276], [7.20570, 16.14889, 10.23303], [13.07558, 16.80296, 12.64143], [15.50433, 17.41318, 11.49799], [7.13185, 14.55001, 17.35229], [12.11336, 17.85679, 9.61028], [11.67756, 15.33232, 17.36367], [10.34080, 15.39286, 15.30330], [14.88210, 12.22524, 12.97315], [11.23678, 17.23675, 8.51098], [8.96154, 16.15944, 8.96626], [9.72270, 11.13671, 12.98941], [12.42838, 12.60487, 8.11315], [6.45282, 16.58036, 10.63964], [9.76944, 13.25611, 19.07767], [5.73956, 14.92604, 13.84622], [11.71674, 13.63293, 11.97192], [9.76015, 19.37924, 15.18965], [9.83143, 14.65597, 12.50404], [15.40034, 18.10984, 10.84326], [9.20945, 16.27741, 12.40772], [16.16436, 9.19696, 15.44883], [13.77828, 10.14368, 12.64597], [12.56569, 15.05466, 10.00375], [14.28274, 10.63696, 17.15058], [10.92753, 19.86898, 13.16942], [7.78044, 17.24022, 14.04592], [14.54882, 9.19578, 13.67327], [11.59561, 12.71487, 6.57858], [12.41857, 15.57085, 10.78349], [9.86416, 19.84942, 16.69132], [6.08110, 8.16884, 15.63212], [9.19984, 12.51526, 15.91565]], "forces_ev_per_a": [[-0.269, 0.382, 0.118], [-0.167, -0.506, 0.531], [0.313, -0.148, 0.275], [-0.579, -0.727, -1.021], [-0.218, 0.041, 0.798], [-0.068, 1.130, -1.482], [0.129, -0.234, -0.695], [-0.306, 0.867, 3.208], [0.140, 0.818, -0.169], [0.247, -0.162, 0.068], [-0.561, -0.160, -0.145], [0.105, 0.062, 0.746], [-0.611, 0.109, -2.104], [-0.369, -0.545, -0.841], [0.698, 0.086, -0.286], [-0.928, -0.210, 0.008], [-0.066, 0.073, -0.899], [-0.891, 0.275, -0.095], [0.921, 0.296, 0.435], [0.357, 0.518, -0.164], [0.816, -1.878, 2.180], [-0.232, -0.450, -0.537], [-0.049, 0.864, 0.003], [-0.151, -0.008, -0.008], [0.612, 0.286, -0.277], [0.391, 0.551, -0.294], [0.659, 1.069, 1.902], [1.011, -0.142, 0.336], [0.457, 0.544, -0.541], [0.088, -0.015, -0.019], [0.197, -0.533, -0.009], [-0.124, -0.127, -0.089], [0.144, 0.115, 0.377], [0.832, -0.122, -0.726], [0.565, 0.731, 0.359], [0.137, 0.168, 0.013], [0.151, -0.357, 0.015], [0.555, -0.398, 0.998], [-1.714, -0.387, 0.872], [-1.075, -0.009, -0.660], [-0.024, 0.010, -0.240], [-0.811, 0.912, -0.988], [0.002, 0.369, 0.089], [0.021, 0.723, 0.395], [0.266, -0.243, -0.262], [-0.365, -0.269, -0.121], [-0.111, -0.927, -2.447], [-0.055, -0.041, 0.050], [0.128, 0.621, 1.236], [0.898, -0.242, -0.366], [0.378, 0.259, 0.122], [0.379, -0.732, -1.032], [-0.207, 0.809, -0.321], [0.170, -0.557, -0.740], [0.527, -0.120, -0.049], [0.316, -0.208, 0.373], [-0.954, 1.360, -0.142], [-0.155, 0.206, 0.289], [-0.197, -1.210, 0.063], [-1.635, -1.500, 1.789], [-0.075, 0.973, -0.356], [0.086, 0.209, 1.093], [0.797, 0.235, -0.445], [-0.020, -0.823, -0.178], [-0.150, -0.981, -0.190], [0.474, -0.377, 0.272], [0.190, 0.151, 0.487], [-0.299, 0.693, -0.320], [-0.078, -0.593, 0.890], [-0.262, 0.208, 0.602], [0.450, 0.338, 0.595], [0.249, 0.874, 0.582], [-0.259, 0.299, 0.152], [0.547, 0.699, 1.327], [0.227, 0.201, 0.050], [-0.495, -0.380, 0.159], [-0.297, 0.065, -0.268], [0.241, 0.057, 1.653], [-0.534, -0.798, -1.158], [0.252, 1.795, -0.823], [0.073, -0.088, 0.874], [0.455, -0.911, 0.591], [-1.223, -0.119, -0.201], [0.018, -0.217, 0.241], [0.139, 0.393, -0.756], [-0.026, -0.175, -0.338], [0.166, -0.706, -0.052], [0.687, -0.265, 0.155], [-0.652, -0.925, -0.966], [-0.954, -0.156, -0.110], [-0.740, 0.003, 0.325], [1.247, 2.388, -0.682], [0.982, -0.124, -0.256], [-0.336, 0.105, -0.125], [0.188, 0.034, -0.065], [0.084, 0.662, 0.221], [-0.449, -0.961, 0.520], [1.326, -0.076, -1.554], [0.843, -0.380, 1.013], [-0.123, 0.138, -0.106], [-0.051, 0.438, 0.070], [-1.381, 0.411, 0.116], [0.281, 0.657, -1.615], [0.005, -1.083, -1.716], [-0.001, -0.706, -0.032], [-0.241, -0.503, -0.195], [0.074, -0.269, 0.368], [-0.935, 0.882, -0.259], [0.188, -0.134, -0.253], [-0.120, 0.827, 1.574], [-1.113, -0.991, -1.672], [0.532, -0.750, 0.545], [0.294, -1.327, 0.341]], "mulliken_charge": [0.3839, 0.2523, 0.2779, 0.2580, 0.3440, -0.6942, 0.2668, -0.6088, -0.5704, 0.2796, -0.6798, 0.2145, 0.2786, -0.6595, -0.0467, 0.3285, -0.7931, -0.5606, -0.7474, 0.3566, -0.5111, 0.0970, 0.3238, 0.3076, 0.3277, -0.6960, -0.3524, -0.2698, 0.2695, 0.2997, 0.3700, -0.6619, 0.2526, 0.2974, 0.4166, -0.0684, -0.5962, 0.3527, -0.6344, -0.6190, -0.2915, 0.1005, 0.3011, 0.2570, -0.5759, 0.2162, -0.3638, 0.2770, -0.6635, 0.3950, 0.2847, 0.2504, 0.3901, -0.6227, -0.6185, -0.6960, 0.1473, 0.2880, -0.6726, 0.2259, 0.3749, -0.6715, 0.2113, 0.3534, 0.0133, 0.3826, -0.3457, -0.5928, 0.2795, -0.6544, 0.3075, 0.8389, 0.1671, 0.3448, 0.4000, 0.5400, 0.2954, -0.6353, 0.4893, 0.4829, 0.2868, -0.7381, 0.2240, 0.3437, 0.2801, 0.2860, 0.2628, 0.2961, 0.3831, 0.3837, 0.2601, -0.4949, 0.1637, 0.2611, 0.3317, 0.2971, 0.6104, 0.4053, -1.2890, -0.6368, 0.4396, -0.6420, 0.2579, -0.3391, -0.7485, 0.2940, 0.2876, 0.2772, 0.2655, 0.0767, 0.3081, -0.6437, 0.2543], "multiplicity": 2, "charge": 0, "gap_ev": [9.661, 8.295], "s2": 0.75}